# C17H14I2N2OPdSTe

A structure of composition C17H14I2N2OPdSTe at a distorted geometry (ωB97M-V/def2-TZVPD, the Open Molecules 2025 dataset).

Results
* Kohn-Sham gap (spin up / spin down): 0.26790 / 0.20324 hartree
* E_LUMO (spin up / spin down): 0.23 / -1.98 eV
* relative energy (zero: lowest compared OMol25 entry of this formula, charge and spin): 20.9 kcal/mol
* multiplicity: 3
* total charge: 0
* highest occupied orbital energy (spin up / spin down): -7.06 / -7.51 eV
* <S²>: 2.027

```
39
Properties=species:S:1:pos:R:3:forces:R:3:mulliken_charge:R:1
Pd -0.65467 -0.42184 -0.99529 0.6 -0.4 0.0 0.306
I 4.07773 3.57456 1.72771 -0.3 -0.2 -0.2 0.059
C 2.65403 2.61486 0.49671 0.3 0.3 0.3 -0.450
C 1.30823 2.92626 0.63271 0.2 0.0 0.2 -0.240
C 0.42053 2.33896 -0.23009 -0.8 -0.3 -0.3 -0.030
I -1.67747 2.49786 -0.02609 0.4 0.6 0.1 0.125
C 0.79423 1.47706 -1.29869 1.3 1.3 0.7 0.301
O -0.01797 1.18126 -2.23419 -0.6 -0.7 -0.9 -0.765
C 2.16053 1.03826 -1.24889 -0.4 -0.2 -0.3 0.358
C 2.47743 -0.22444 -1.99769 0.0 0.2 0.0 -1.407
N 1.85243 -1.33124 -1.25469 0.5 -0.5 -0.2 -0.123
C 2.35203 -1.50864 0.10941 -0.2 0.1 -0.1 -1.130
C 1.44023 -0.85404 1.13161 0.2 0.0 0.2 1.115
C 1.93923 -0.17124 2.23451 -0.1 -0.1 0.0 -0.696
C 1.05803 0.37376 3.15651 -0.2 -0.1 -0.2 -0.465
C -0.30307 0.18936 2.97101 0.1 -0.1 0.0 -0.558
C -0.72527 -0.52104 1.86051 0.0 -0.1 0.5 -0.132
N 0.12273 -1.02394 0.96041 -0.3 0.1 0.2 -0.619
C 3.06403 1.63746 -0.40089 0.1 0.1 0.1 -0.187
H 0.96483 3.60186 1.39931 0.0 0.1 0.1 0.423
H 3.56443 -0.35664 -2.09779 -0.1 0.1 0.0 0.372
H 2.01803 -0.19134 -2.99199 0.1 -0.1 0.1 0.436
H 1.93443 -2.19264 -1.78939 0.0 0.2 0.2 0.292
H 3.36893 -1.11034 0.23781 -0.1 -0.1 0.0 0.280
H 2.37753 -2.57864 0.34831 0.0 0.1 -0.1 0.478
H 3.00423 -0.06334 2.37361 0.1 0.0 -0.1 0.412
H 1.42353 0.93256 4.00471 0.1 0.0 0.1 0.428
H -1.02597 0.58256 3.66681 -0.1 0.1 0.1 0.436
H -1.77987 -0.72774 1.69671 0.2 0.1 0.0 0.437
H 4.09913 1.32396 -0.42529 0.1 0.0 0.0 0.445
Te -1.66257 -2.18324 -2.47679 -0.9 -0.1 -0.1 0.140
C -3.53147 -1.66764 -1.68889 0.5 0.0 0.2 0.067
C -4.78887 -2.03904 -2.06859 0.2 -0.1 -0.2 -0.417
C -5.79647 -1.45874 -1.27149 -0.3 0.0 0.0 -0.402
C -5.29807 -0.65684 -0.29319 0.5 0.0 0.1 -0.668
S -3.58307 -0.60534 -0.32799 -0.6 -0.3 -0.4 0.219
H -4.96077 -2.68904 -2.90779 -0.1 -0.1 -0.1 0.402
H -6.84697 -1.63054 -1.42469 -0.2 0.0 0.0 0.384
H -5.82377 -0.08294 0.44211 -0.3 0.1 0.2 0.376
```
Positions in Å, forces in eV/Å.

# C3H9NO2PS

The ion C3H9NO2PS with charge -1 at a distorted geometry (ωB97M-V/def2-TZVPD, the Open Molecules 2025 dataset).

Results
* Kohn-Sham gap: 0.28586 hartree
* E_LUMO: 3.61 eV
* relative energy (zero: lowest compared OMol25 entry of this formula, charge and spin): 0.0 kcal/mol
* multiplicity: 1
* total charge: -1
* highest occupied orbital energy: -4.17 eV
* structure (SMILES): CCN[P@](=O)([O-])SC

```
17
Properties=species:S:1:pos:R:3:forces:R:3:mulliken_charge:R:1
C -2.83179 0.98966 0.02601 1.6 0.3 1.7 -1.134
C -1.68918 -0.02092 0.29846 -0.8 1.5 2.5 -0.387
N -0.50315 0.75482 0.53665 2.0 -0.5 -1.8 -0.301
P 0.87573 0.31812 -0.47199 -1.7 -0.4 2.8 0.760
O 1.95791 1.30501 -0.37826 0.3 0.7 0.3 -0.683
O 0.39389 -0.22843 -1.75023 -0.4 -0.2 -0.6 -0.695
S 1.57483 -1.53326 0.75583 -1.1 0.3 0.1 -0.381
C 3.09643 -1.31822 -0.11174 1.2 0.9 -1.7 -0.627
H -2.82907 1.64824 0.95410 -0.6 -0.5 -1.4 0.257
H -2.70502 1.56669 -0.90370 0.1 -0.3 0.5 0.268
H -3.63221 0.32348 -0.01588 -2.3 -0.4 -0.1 0.390
H -1.94953 -0.66066 1.27461 0.3 0.9 -2.3 0.215
H -1.55789 -0.55133 -0.60003 0.3 -1.4 -0.7 0.426
H -0.33852 1.04113 1.48349 0.3 0.0 0.1 0.237
H 3.68340 -2.12961 -0.58297 -0.6 -0.4 0.8 0.296
H 3.79634 -0.69536 0.50710 -0.6 -0.3 -1.0 0.199
H 2.65783 -0.80937 -1.02145 1.9 -0.2 0.7 0.160
```
Positions in Å, forces in eV/Å.

# C23H40N2O3

An isolated molecule of C23H40N2O3 (ωB97M-V/def2-TZVPD, the Open Molecules 2025 dataset).

Results
* Kohn-Sham gap: 0.35758 hartree
* E_LUMO: 0.63 eV
* relative energy (zero: lowest compared OMol25 entry of this formula, charge and spin): 41.5 kcal/mol
* multiplicity: 1
* total charge: 0
* highest occupied orbital energy: -9.10 eV
* structure (SMILES): C=CCOC[C@@H](C(=O)N1CC2(CCCN(C(=O)[C@H](C)C(C)C)C2)C1)C(C)(C)C

```
68
Properties=species:S:1:pos:R:3:forces:R:3:mulliken_charge:R:1
C 0.65535 -0.51071 4.07634 0.0 0.0 0.0 -0.904
C -0.22568 -0.93135 3.18264 0.1 0.0 0.0 0.497
C -0.28004 -2.32736 2.64658 -0.1 0.0 0.0 -0.825
O -0.12316 -2.33261 1.23149 0.0 -0.2 0.0 -0.231
C 1.19886 -2.66615 0.82778 0.0 0.1 0.0 -1.272
C 1.25684 -2.52856 -0.68242 0.0 0.0 0.0 1.108
C 1.14089 -1.04948 -1.01964 0.0 0.0 0.0 -0.582
O 1.97683 -0.22884 -0.67076 0.0 0.0 0.0 -0.710
N 0.07275 -0.69225 -1.77331 0.0 0.0 0.0 0.371
C -1.29752 -1.23508 -1.76539 0.0 0.0 0.0 -1.187
C -1.82976 0.21805 -1.74752 0.0 0.0 0.0 2.003
C -2.82493 0.62546 -2.81841 0.0 0.0 0.0 -1.214
C -3.13593 2.11752 -2.71102 0.0 0.0 0.0 -0.565
C -3.58774 2.47331 -1.29861 0.0 0.0 0.0 -1.100
N -2.59563 2.04149 -0.32097 0.0 0.0 0.0 0.374
C -1.86286 2.98726 0.34805 0.0 0.0 0.0 0.117
O -2.07111 4.17788 0.17565 0.0 0.0 0.0 -0.695
C -0.86218 2.52703 1.40687 0.0 0.0 0.0 2.560
C -1.66074 2.38652 2.70815 0.0 0.0 0.0 -2.278
C 0.30220 3.52145 1.51189 0.0 0.0 0.0 0.395
C 1.08727 3.56508 0.20259 0.0 0.0 0.0 -1.419
C 1.24208 3.15625 2.65847 0.0 0.0 0.0 -1.392
C -2.34160 0.61493 -0.36493 0.0 0.0 0.0 -1.341
C -0.36985 0.69281 -1.94746 0.0 0.0 0.0 -0.397
C 2.51468 -3.17230 -1.33042 0.0 0.0 0.0 1.598
C 2.60345 -2.73198 -2.79394 0.0 0.0 0.0 -1.763
C 2.36025 -4.69579 -1.29737 0.0 0.0 0.0 -1.876
C 3.80252 -2.77694 -0.60376 0.0 0.0 0.0 -1.681
H 0.66193 0.51102 4.43404 0.0 0.0 0.0 0.278
H 1.40495 -1.18004 4.48397 0.0 0.0 0.0 0.265
H -0.96557 -0.24648 2.78000 0.0 0.0 0.0 0.010
H 0.48067 -2.95420 3.12244 0.0 0.0 0.0 0.452
H -1.25726 -2.77148 2.85389 0.0 0.0 0.0 0.279
H 1.91976 -1.98358 1.29033 0.0 0.0 0.0 0.448
H 1.43017 -3.68994 1.14122 0.0 0.0 0.0 0.413
H 0.38735 -3.05115 -1.09167 0.0 0.0 0.0 0.805
H -1.53805 -1.79165 -2.67416 0.0 0.0 0.0 0.289
H -1.53656 -1.83243 -0.88435 0.0 0.0 0.0 0.288
H -2.43021 0.37889 -3.80755 0.0 0.0 0.0 0.468
H -3.74785 0.04762 -2.68755 0.0 0.0 0.0 0.346
H -2.24172 2.70208 -2.94843 0.0 0.0 0.0 0.326
H -3.90726 2.40253 -3.42896 0.0 0.0 0.0 0.419
H -3.73105 3.54267 -1.18078 0.0 0.0 0.0 0.556
H -4.53278 1.96553 -1.07204 0.0 0.0 0.0 0.371
H -0.42498 1.55880 1.14728 0.0 0.0 0.0 -0.836
H -2.51157 1.71361 2.57813 0.0 0.0 0.0 0.367
H -1.04442 1.99548 3.51618 0.0 0.0 0.0 0.502
H -2.04956 3.36048 3.01118 0.0 0.0 0.0 0.416
H -0.12683 4.50931 1.69609 0.0 0.0 0.0 0.317
H 1.55460 2.59609 0.00090 0.0 0.0 0.0 0.202
H 0.44602 3.83046 -0.63946 0.0 0.0 0.0 0.320
H 1.88281 4.31002 0.25755 0.0 0.0 0.0 0.508
H 1.60634 2.13044 2.54664 0.0 0.0 0.0 0.192
H 2.11084 3.81645 2.65605 0.0 0.0 0.0 0.451
H 0.76557 3.24805 3.63519 0.0 0.0 0.0 0.340
H -3.27951 0.08222 -0.16076 0.0 0.0 0.0 0.245
H -1.62826 0.31273 0.39870 0.0 0.0 0.0 0.014
H 0.03264 1.37354 -1.19815 0.0 0.0 0.0 -0.364
H -0.14657 1.08410 -2.94261 0.0 0.0 0.0 0.238
H 2.79533 -1.66124 -2.87673 0.0 0.0 0.0 0.331
H 3.41820 -3.25965 -3.29355 0.0 0.0 0.0 0.523
H 1.67709 -2.95684 -3.32917 0.0 0.0 0.0 0.305
H 2.28854 -5.08079 -0.27905 0.0 0.0 0.0 0.346
H 1.46934 -5.01234 -1.84503 0.0 0.0 0.0 0.421
H 3.22681 -5.16723 -1.76522 0.0 0.0 0.0 0.475
H 3.81953 -3.16264 0.41805 0.0 0.0 0.0 0.303
H 4.66198 -3.20151 -1.12745 0.0 0.0 0.0 0.476
H 3.91434 -1.69454 -0.56575 0.0 0.0 0.0 0.302
```
Positions in Å, forces in eV/Å.

# C22H42Cl3FeN2O4SSi

A structure of composition C22H42Cl3FeN2O4SSi at a distorted geometry (ωB97M-V/def2-TZVPD, the Open Molecules 2025 dataset).

Results
* Kohn-Sham gap (spin up / spin down): 0.28901 / 0.20954 hartree
* E_LUMO (spin up / spin down): 0.13 / -1.79 eV
* relative energy (zero: lowest compared OMol25 entry of this formula, charge and spin): 0.0 kcal/mol
* multiplicity: 6
* total charge: 0
* highest occupied orbital energy (spin up / spin down): -7.74 / -7.49 eV
* <S²>: 8.768

```
76
Properties=species:S:1:pos:R:3:forces:R:3:mulliken_charge:R:1
C -2.74934 3.73306 1.61831 -0.2 0.3 0.1 -2.075
C -2.77510 2.24900 1.38353 0.3 -1.0 -0.4 0.681
H -3.36698 3.97236 2.49938 0.2 0.0 -0.2 0.525
H -3.18455 4.28565 0.77414 0.2 0.0 0.2 0.349
H -1.74199 4.11882 1.80676 -0.2 -0.1 -0.2 0.399
C -3.92693 1.58565 1.24521 0.0 0.2 0.1 0.154
C -5.25810 2.27059 1.12597 -0.2 -0.2 0.1 -1.710
H -3.97926 0.49299 1.25705 0.3 0.4 -0.3 0.363
H -5.38185 2.72614 0.13577 0.0 0.0 0.1 0.302
H -5.39851 3.06061 1.87318 0.0 -0.1 -0.1 0.445
H -6.05555 1.52900 1.24721 0.0 0.3 0.0 0.372
Fe -0.05790 6.00617 -1.19106 0.9 -1.1 0.5 0.305
Cl 1.33511 5.71489 0.45838 0.7 -0.1 0.6 -0.548
Cl -0.98532 3.73176 -1.07040 0.0 -1.1 0.4 -0.705
H 1.93022 -2.17027 -3.00011 -0.2 0.3 0.2 0.337
H 3.81434 -1.87753 -1.80690 0.0 0.0 0.3 0.320
C 1.56670 -1.13458 -2.99391 -0.1 -0.1 -0.2 -0.602
C 3.77189 -0.79481 -1.91253 0.1 -0.2 0.2 -1.036
N 2.38602 -0.38535 -2.03302 -0.2 1.3 0.2 0.752
H 0.50763 -1.10166 -2.69449 0.6 0.1 -0.2 0.074
C 2.00176 0.74038 -1.45559 -1.4 0.3 -0.8 -0.642
O 0.87042 1.31952 -1.72108 1.6 -1.7 0.7 -0.442
H 4.21973 -0.29929 -1.05295 0.1 -0.1 0.0 0.352
H 2.65774 1.22406 -0.71449 0.0 -0.4 -0.5 0.579
H 1.70067 -0.73667 -4.01582 -0.1 0.1 0.4 0.310
H 4.33387 -0.53168 -2.81180 -0.1 0.1 0.0 0.360
H -4.75983 0.42044 -1.27826 0.1 0.0 -0.1 0.356
H -4.88970 -1.73349 -0.15467 0.2 -0.1 -0.1 0.323
C -3.93271 0.08914 -1.91325 0.0 0.1 -0.1 -0.902
C -4.09828 -2.12078 -0.81075 0.0 0.3 0.1 -0.908
N -3.25347 -1.00873 -1.24111 0.5 -0.5 -0.7 0.313
H -3.21577 0.90768 -2.05400 -0.3 -0.2 0.0 0.045
C -1.96079 -1.28874 -1.63436 -0.2 0.9 -0.8 -0.101
O -1.33306 -0.61419 -2.45278 -1.0 -0.9 1.2 -0.663
H -3.48921 -2.83975 -0.25395 -0.1 0.0 -0.1 0.270
H -1.53999 -2.17373 -1.12187 0.1 0.1 -0.2 0.400
H -4.33791 -0.23601 -2.88692 0.2 0.2 0.2 0.328
H -4.57805 -2.62787 -1.66465 0.2 0.1 0.2 0.325
O -0.89526 1.23900 0.11503 0.1 -1.0 -0.7 0.184
C -1.39880 1.48832 1.30793 -1.5 0.8 2.9 -0.492
C -2.11864 -0.88160 1.86293 -0.6 -0.2 0.0 0.922
C -1.43941 0.25585 2.27767 0.1 0.4 -0.3 0.342
H -2.51947 -0.87073 0.83749 0.3 -0.3 0.8 0.046
C -2.34135 -1.94546 2.74714 0.1 0.3 -0.2 -1.175
H -0.70777 2.18627 1.82616 0.3 -0.1 -0.2 0.456
C -0.87588 0.29215 3.55466 -0.1 0.1 -0.1 -0.313
H -2.91314 -2.81068 2.40178 0.2 0.2 0.2 0.348
C -1.81574 -1.89304 4.04132 0.1 0.1 -0.1 -0.645
C -1.05354 -0.78304 4.43219 -0.1 -0.1 -0.2 -0.751
H -0.30117 1.17247 3.85980 -0.2 -0.3 0.0 0.488
H -1.98062 -2.71996 4.74139 0.1 0.3 -0.3 0.383
H -0.59671 -0.75129 5.42097 -0.2 0.0 -0.2 0.409
Si 0.59772 2.97477 -2.34681 0.7 3.8 -2.0 2.305
Cl -1.51131 7.46633 -1.32727 -1.6 1.7 -0.2 -0.563
C -0.17039 2.40313 -3.94234 -0.1 -0.7 -0.1 -1.164
C 2.41585 3.52301 -2.14584 0.9 -0.5 0.1 -1.384
C 0.49419 4.99911 -3.12699 -0.6 -0.6 -0.6 -2.072
H -0.34124 1.31871 -3.95426 -0.1 0.2 0.0 0.214
H 0.45938 2.66243 -4.80990 -0.2 0.1 0.3 0.352
H -1.13461 2.91912 -4.01700 0.2 -0.1 -0.2 0.311
H -0.52019 5.36150 -3.33345 -0.2 0.1 -0.2 0.619
H 0.95974 4.90101 -4.11593 0.1 0.1 0.2 0.390
H 1.08011 5.84340 -2.67997 0.2 -0.2 -0.3 0.514
H 2.66561 3.51131 -1.07969 0.3 -0.1 0.0 0.350
H 2.65694 4.54143 -2.49080 -0.4 -0.5 0.3 0.376
H 3.14748 2.90850 -2.70621 -0.3 -0.3 0.4 0.437
C 1.07400 -2.98880 2.30381 0.3 -0.2 0.3 -1.289
S 0.62939 -1.79343 1.05393 -0.2 -0.1 -0.7 1.011
C 1.65604 -0.40697 1.56483 0.2 0.0 0.3 -0.776
O 1.18833 -2.30512 -0.23917 0.1 -0.1 0.0 -0.651
H 1.29463 -2.48364 3.24677 -0.1 -0.1 -0.1 0.354
H 1.94486 -3.53484 1.92990 -0.1 0.1 0.1 0.443
H 0.22951 -3.66851 2.44963 0.2 0.1 -0.1 0.304
H 2.64261 -0.54099 1.09587 -0.3 0.1 0.2 0.433
H 1.14927 0.50854 1.21984 0.3 -0.3 0.1 -0.324
H 1.72501 -0.41135 2.66186 0.1 0.2 -0.4 0.599
```
Positions in Å, forces in eV/Å.

# C13H15NTeW

A structure of composition C13H15NTeW at a distorted geometry (ωB97M-V/def2-TZVPD, the Open Molecules 2025 dataset).

Results
* Kohn-Sham gap (spin up / spin down): 0.22647 / 0.21853 hartree
* E_LUMO (spin up / spin down): -0.43 / -1.29 eV
* relative energy (zero: lowest compared OMol25 entry of this formula, charge and spin): 70.4 kcal/mol
* multiplicity: 3
* total charge: 0
* highest occupied orbital energy (spin up / spin down): -6.59 / -7.24 eV
* <S²>: 2.028

```
31
Properties=species:S:1:pos:R:3:forces:R:3:mulliken_charge:R:1
C 1.58627 -0.72739 -1.70261 0.2 0.1 -0.3 -0.598
C 0.24293 -0.26170 -1.85024 0.2 -0.7 -0.7 -0.637
C -0.59728 -1.10177 -1.03261 -0.3 0.7 -0.3 -0.244
C 0.20622 -2.05755 -0.37886 0.8 0.4 -0.5 -0.553
C 1.55881 -1.82889 -0.77404 -1.0 0.7 -0.6 -0.388
W 0.83900 0.43415 0.18137 -1.1 -4.2 -1.5 1.126
N 2.36921 -0.36333 1.12364 1.6 1.3 0.6 -0.470
C 0.10358 2.35244 -0.41904 1.3 0.2 -0.2 -0.961
C -1.08605 1.57293 -0.21181 0.3 0.4 0.3 -0.733
H -1.68615 -1.06377 -1.00395 0.5 0.0 0.1 0.356
H -0.07218 0.49111 -2.56457 0.0 -0.2 0.2 0.503
H -0.15958 -2.86402 0.25207 0.2 0.4 0.0 0.473
H 2.40044 -2.44255 -0.50282 0.1 0.2 0.3 0.466
H 2.44005 -0.32912 -2.25549 -0.3 -0.4 0.3 0.399
H -1.56972 1.08562 -1.07342 0.1 0.8 0.6 0.248
H 0.54493 2.92898 0.40704 -0.7 0.2 0.2 0.381
H 3.36719 -0.59887 1.22951 -0.8 0.4 0.0 0.115
H -1.73527 1.87640 0.58739 0.0 0.0 0.0 0.675
H 0.45100 2.78981 -1.34658 -0.2 -0.2 -0.3 0.292
Te 0.24225 -0.53526 2.52263 -1.3 -0.5 1.7 0.028
C -1.84935 -0.40941 3.14998 -0.2 0.1 0.3 -0.054
C -2.23020 -1.02908 4.36271 -0.1 0.6 -0.3 -0.528
C -3.47889 -0.73151 4.94341 0.4 -0.2 -0.3 -0.423
C -4.36390 0.16683 4.34008 0.6 -0.1 -0.3 -0.485
C -4.00847 0.72001 3.10764 0.1 -0.4 -0.1 -0.505
C -2.79718 0.37906 2.48811 -0.1 0.1 0.5 -0.016
H -1.52619 -1.70991 4.85590 -0.3 0.3 -0.1 0.319
H -3.75232 -1.19840 5.88334 0.0 0.0 0.0 0.337
H -5.30928 0.42531 4.81041 0.2 -0.1 0.0 0.366
H -4.68117 1.42226 2.62445 0.0 -0.1 -0.1 0.370
H -2.56085 0.74974 1.49817 -0.2 0.0 0.4 0.141
```
Positions in Å, forces in eV/Å.

# C4H8O

A cluster of 2 separate species, C4H8O in total at a distorted geometry (ωB97M-V/def2-TZVPD, the Open Molecules 2025 dataset).

Results
* Kohn-Sham gap: 0.38512 hartree
* E_LUMO: 0.64 eV
* relative energy (zero: lowest compared OMol25 entry of this formula, charge and spin): 56.0 kcal/mol
* multiplicity: 1
* total charge: 0
* highest occupied orbital energy: -9.84 eV
* structure (SMILES): C=CC=C.O

```
13
Properties=species:S:1:pos:R:3:forces:R:3:mulliken_charge:R:1
C -2.25591 0.83987 -0.13140 0.9 -0.8 1.0 -0.653
C -1.00965 0.76377 -0.61271 -1.3 -1.6 0.5 -0.262
C 0.12214 0.36798 0.30257 0.1 1.4 -1.0 -0.287
C 1.29532 0.99471 0.22995 -0.5 -0.3 -0.9 -0.565
H -2.32856 0.96399 0.94578 -0.3 0.1 0.0 0.284
H -3.11031 0.36452 -0.59071 -0.3 1.0 -0.7 0.268
H -0.95565 0.39973 -1.63442 0.5 0.4 -0.2 0.226
H -0.14823 -0.51733 0.85402 0.4 -0.1 0.4 0.419
H 2.26201 0.65687 0.56645 0.0 0.1 0.7 0.349
H 1.26999 1.83490 -0.45654 0.5 0.1 0.1 0.263
O 1.65264 -2.46639 0.49282 0.0 0.1 -0.3 -0.651
H 1.50453 -1.51122 0.48069 0.1 -0.2 0.0 0.290
H 1.70168 -2.69139 -0.44650 0.0 0.0 0.3 0.320
```
Positions in Å, forces in eV/Å.